{"formula": "C35H55BaN3OP", "method": "the ωB97M-V functional and the def2-TZVPD basis", "charge": 1, "de_lowest_kj_mol": 0.0, "species": ["Ba", "C", "C", "C", "C", "N", "C", "C", "C", "C", "C", "C", "C", "H", "H", "H", "H", "H", "H", "H", "H", "O", "P", "C", "C", "C", "C", "C", "C", "C", "C", "C", "C", "C", "C", "C", "C", "C", "C", "C", "C", "H", "H", "H", "H", "H", "H", "H", "H", "H", "H", "H", "H", "H", "H", "H", "H", "H", "H", "H", "H", "H", "H", "H", "H", "H", "H", "H", "H", "H", "H", "H", "H", "H", "C", "C", "N", "C", "C", "C", "C", "N", "H", "H", "H", "H", "H", "H", "H", "H", "H", "H", "H", "H", "H", "H"], "xyz": [[-0.24, -0.77, 0.35], [-0.79, -3.38, -3.84], [-0.93, -2.41, -4.82], [-0.61, -1.10, -4.52], [-0.14, -0.76, -3.25], [-0.04, -1.70, -2.30], [-0.36, -2.96, -2.59], [0.22, 0.65, -2.91], [0.60, 1.48, -3.96], [0.90, 2.81, -3.73], [0.82, 3.30, -2.43], [0.47, 2.44, -1.40], [0.15, 1.09, -1.57], [-1.02, -4.42, -4.02], [-1.28, -2.67, -5.81], [-0.74, -0.34, -5.27], [-0.25, -3.69, -1.79], [0.69, 1.11, -4.97], [1.19, 3.46, -4.54], [1.05, 4.34, -2.23], [0.45, 2.88, -0.40], [-2.20, -0.38, 1.77], [-2.68, 0.68, 2.74], [-2.76, 2.28, 1.86], [-3.30, 3.49, 2.67], [-4.59, 4.04, 2.07], [-4.37, 4.52, 0.64], [-3.49, 3.54, -0.16], [-3.43, 2.16, 0.49], [-1.30, 0.83, 3.96], [-1.07, 2.13, 4.75], [-1.90, 2.23, 6.03], [-1.69, 1.01, 6.91], [-2.01, -0.28, 6.15], [-1.18, -0.39, 4.87], [-4.27, 0.08, 3.42], [-5.15, -0.49, 2.27], [-6.45, 0.28, 2.11], [-7.30, 0.22, 3.38], [-6.42, 0.29, 4.64], [-5.09, 0.98, 4.35], [-1.70, 2.48, 1.66], [-2.55, 4.28, 2.66], [-3.45, 3.23, 3.72], [-4.98, 4.85, 2.69], [-5.36, 3.26, 2.09], [-3.89, 5.50, 0.66], [-5.33, 4.65, 0.14], [-2.46, 3.91, -0.24], [-3.84, 3.45, -1.19], [-2.87, 1.47, -0.14], [-4.44, 1.75, 0.58], [-0.48, 0.79, 3.22], [-1.21, 3.00, 4.11], [-0.02, 2.13, 5.03], [-2.96, 2.35, 5.78], [-1.62, 3.14, 6.56], [-2.31, 1.08, 7.81], [-0.65, 0.98, 7.25], [-3.07, -0.31, 5.91], [-1.82, -1.15, 6.78], [-1.43, -1.30, 4.32], [-0.12, -0.48, 5.15], [-3.94, -0.78, 4.02], [-5.38, -1.53, 2.51], [-4.59, -0.53, 1.34], [-7.01, -0.11, 1.25], [-6.23, 1.32, 1.85], [-7.88, -0.71, 3.39], [-8.03, 1.03, 3.38], [-6.22, -0.71, 5.02], [-6.95, 0.81, 5.44], [-4.55, 1.17, 5.27], [-5.28, 1.95, 3.89], [4.13, -1.31, 4.17], [4.43, -0.06, 3.34], [4.45, -0.30, 1.90], [5.77, -0.36, 1.26], [6.47, -1.69, 1.48], [3.30, -0.51, 1.22], [3.40, -0.80, -0.25], [2.11, -0.45, 1.75], [4.09, -1.05, 5.23], [4.91, -2.06, 4.03], [3.18, -1.76, 3.89], [5.40, 0.34, 3.61], [3.71, 0.74, 3.56], [6.36, 0.46, 1.67], [5.66, -0.15, 0.20], [6.67, -1.87, 2.53], [7.43, -1.70, 0.96], [5.88, -2.52, 1.10], [3.76, 0.07, -0.79], [2.42, -1.04, -0.67], [4.07, -1.63, -0.46], [2.16, -0.20, 2.73]], "mulliken_charge": [1.94, -0.76, -0.37, -0.93, -0.10, -0.12, -0.32, 1.21, -0.70, -0.68, -0.74, -0.37, -0.36, 0.39, 0.43, 0.39, 0.46, 0.39, 0.40, 0.40, 0.36, -0.81, -0.28, 0.55, -0.95, -0.68, -1.01, -0.80, -0.65, 1.12, -1.16, -0.43, -1.03, -0.17, -1.39, 0.46, -1.06, -0.33, -0.87, -1.09, -0.18, 0.34, 0.41, 0.33, 0.61, -0.08, 0.39, 0.35, 0.25, 0.46, 0.42, 0.16, -0.34, 0.36, 0.52, 0.07, 0.43, 0.45, 0.37, -0.04, 0.46, 0.45, 0.50, 0.71, 0.49, 0.46, 0.54, -0.13, 0.36, 0.36, 0.38, 0.43, 0.10, 0.07, -0.88, -1.09, 0.25, -0.77, -1.02, 0.89, -0.88, -0.18, 0.38, 0.29, 0.28, 0.42, 0.49, 0.38, 0.40, 0.29, 0.41, 0.26, 0.36, -0.26, 0.36, -0.19]}

=====

{"formula": "FHO2PZn", "method": "the ωB97M-V functional and the def2-TZVPD basis", "e_tot_ev": -64538.525, "charge": -1, "species": ["P", "F", "O", "O", "Zn", "H"], "xyz": [[-0.43, 0.33, -0.58], [-1.03, 1.76, 0.10], [-1.32, -0.81, 0.22], [0.94, 0.28, 0.18], [2.72, 0.14, -0.19], [-0.88, -1.70, 0.28]], "mulliken_charge": [0.00, -0.33, -0.46, 0.22, -0.73, 0.31]}

=====

{"formula": "C20H54F6MgNO13S2", "method": "the ωB97M-V functional and the def2-TZVPD basis", "charge": 1, "de_lowest_kj_mol": 0.0, "species": ["Mg", "C", "F", "F", "F", "S", "O", "O", "N", "S", "O", "O", "C", "F", "F", "F", "C", "C", "O", "H", "H", "H", "H", "H", "H", "C", "C", "O", "H", "H", "H", "H", "H", "H", "C", "C", "O", "H", "H", "H", "H", "H", "H", "C", "C", "O", "H", "H", "H", "H", "H", "H", "C", "C", "O", "H", "H", "H", "H", "H", "H", "C", "C", "O", "H", "H", "H", "H", "H", "H", "C", "C", "O", "H", "H", "H", "H", "H", "H", "C", "C", "O", "H", "H", "H", "H", "H", "H", "C", "C", "O", "H", "H", "H", "H", "H", "H"], "xyz": [[19.61, 7.70, -10.48], [17.26, 7.92, -13.73], [16.79, 8.86, -12.95], [16.34, 7.45, -14.51], [18.27, 8.39, -14.43], [17.97, 6.43, -12.74], [17.09, 5.32, -12.96], [19.33, 6.27, -13.21], [18.02, 6.99, -11.07], [16.60, 6.79, -10.34], [16.65, 7.70, -9.21], [15.47, 6.88, -11.20], [16.58, 5.04, -9.62], [17.80, 4.51, -9.67], [16.15, 5.16, -8.39], [15.77, 4.28, -10.32], [22.39, 8.10, -13.16], [22.46, 7.72, -11.71], [21.25, 6.97, -11.35], [21.58, 8.79, -13.40], [22.19, 7.20, -13.75], [23.32, 8.47, -13.59], [22.59, 8.59, -11.06], [23.31, 7.10, -11.40], [21.41, 6.03, -11.54], [21.15, 4.77, -15.35], [22.05, 3.98, -16.27], [21.34, 3.03, -17.06], [20.34, 5.27, -15.87], [21.82, 5.51, -14.88], [20.73, 4.22, -14.50], [22.84, 3.42, -15.77], [22.56, 4.67, -16.96], [20.53, 3.48, -17.37], [13.12, 2.79, -12.37], [13.74, 3.00, -13.73], [15.13, 3.24, -13.84], [13.13, 3.71, -11.77], [13.56, 2.02, -11.74], [12.06, 2.58, -12.49], [13.14, 3.70, -14.33], [13.59, 2.06, -14.28], [15.39, 3.86, -13.15], [13.51, 11.35, -7.32], [13.21, 10.78, -8.70], [14.08, 9.71, -9.08], [13.41, 12.43, -7.29], [14.53, 11.06, -7.04], [12.95, 10.82, -6.55], [13.24, 11.50, -9.52], [12.19, 10.38, -8.73], [14.94, 10.04, -9.33], [17.02, 9.46, -17.43], [15.61, 10.03, -17.67], [15.21, 10.86, -16.59], [17.73, 10.23, -17.16], [17.28, 9.03, -18.40], [17.06, 8.68, -16.67], [14.93, 9.20, -17.82], [15.65, 10.70, -18.54], [15.71, 11.68, -16.53], [14.71, 6.97, -4.78], [14.66, 7.22, -6.28], [14.70, 8.63, -6.46], [14.81, 5.91, -4.54], [13.82, 7.41, -4.33], [15.59, 7.45, -4.36], [13.80, 6.75, -6.77], [15.54, 6.80, -6.78], [14.82, 8.84, -7.39], [18.87, 0.96, -12.92], [18.15, 1.68, -14.06], [16.96, 1.00, -14.47], [19.02, -0.06, -13.27], [18.28, 0.96, -12.01], [19.83, 1.46, -12.86], [18.83, 1.66, -14.92], [17.87, 2.72, -13.88], [16.28, 1.66, -14.66], [20.85, 3.22, -8.55], [20.36, 2.13, -9.47], [21.07, 2.26, -10.72], [21.93, 3.29, -8.46], [20.39, 3.06, -7.57], [20.43, 4.18, -8.86], [19.30, 2.28, -9.70], [20.53, 1.12, -9.09], [21.29, 1.37, -11.01], [17.36, 4.52, -16.47], [17.91, 4.98, -17.83], [19.22, 4.49, -18.06], [17.87, 5.01, -15.62], [17.74, 3.52, -16.23], [16.30, 4.69, -16.39], [17.78, 6.06, -17.88], [17.24, 4.52, -18.56], [19.42, 4.61, -19.00]], "mulliken_charge": [1.29, 0.71, -0.21, -0.17, -0.14, -0.15, -0.38, -0.29, 0.14, 0.86, -0.66, -0.59, 0.62, -0.20, -0.17, -0.18, -0.35, -0.46, -0.11, 0.23, -0.13, 0.44, 0.38, 0.31, 0.24, -0.06, -0.59, -0.58, 0.13, -0.21, 0.13, 0.36, 0.27, 0.42, -1.12, -0.19, -0.24, 0.23, 0.30, 0.40, 0.30, 0.29, 0.17, -0.83, -0.39, -0.41, 0.33, 0.19, 0.29, 0.34, 0.26, 0.24, -0.48, -0.39, -0.53, 0.39, 0.31, -0.25, 0.31, 0.32, 0.30, -1.32, 0.42, -0.49, 0.38, 0.32, 0.32, 0.28, -0.15, 0.25, -1.04, 0.62, -0.65, 0.38, 0.29, 0.16, 0.23, -0.30, 0.33, -0.89, 0.00, -0.52, 0.36, 0.36, -0.06, 0.03, 0.46, 0.27, -0.20, -0.46, -0.53, -0.46, 0.17, 0.51, 0.19, 0.45, 0.27]}

=====

{"formula": "C24H39Br16F5O3", "method": "the ωB97M-V functional and the def2-TZVPD basis", "charge": 0, "de_lowest_kj_mol": 0.0, "species": ["C", "C", "O", "C", "O", "O", "C", "C", "C", "C", "F", "F", "C", "F", "F", "F", "H", "H", "H", "H", "H", "H", "H", "Br", "C", "C", "Br", "H", "H", "H", "H", "Br", "C", "C", "Br", "H", "H", "H", "H", "Br", "C", "C", "Br", "H", "H", "H", "H", "Br", "C", "C", "Br", "H", "H", "H", "H", "Br", "C", "C", "Br", "H", "H", "H", "H", "Br", "C", "C", "Br", "H", "H", "H", "H", "Br", "C", "C", "Br", "H", "H", "H", "H", "Br", "C", "C", "Br", "H", "H", "H", "H"], "xyz": [[4.74, -4.42, 2.28], [3.82, -3.67, 2.40], [2.77, -2.87, 2.41], [1.75, -3.28, 3.24], [1.78, -4.26, 3.92], [0.74, -2.41, 3.19], [-0.14, -2.70, 2.08], [-1.58, -2.30, 2.40], [-2.51, -3.33, 1.79], [-3.97, -3.14, 2.14], [-4.69, -4.09, 1.48], [-4.43, -1.94, 1.71], [-4.30, -3.29, 3.65], [-3.45, -4.15, 4.23], [-4.23, -2.12, 4.29], [-5.53, -3.79, 3.81], [5.54, -5.08, 2.04], [-0.13, -3.77, 1.88], [0.19, -2.22, 1.16], [-1.65, -2.22, 3.48], [-1.74, -1.31, 1.97], [-2.23, -4.33, 2.10], [-2.45, -3.27, 0.70], [7.39, -5.19, 3.56], [8.54, -6.74, 3.83], [9.32, -7.07, 2.59], [8.20, -7.92, 1.25], [7.89, -7.55, 4.16], [9.21, -6.47, 4.64], [10.10, -7.78, 2.82], [9.75, -6.19, 2.12], [-0.22, 0.45, -0.43], [1.69, 0.72, -0.16], [2.08, 0.60, 1.29], [1.57, 2.18, 2.30], [1.93, 1.68, -0.58], [2.17, -0.07, -0.75], [3.16, 0.52, 1.39], [1.61, -0.25, 1.78], [-2.85, -1.01, -2.21], [-3.64, 0.38, -3.32], [-3.11, 0.33, -4.73], [-1.31, 1.05, -4.85], [-3.43, 1.33, -2.84], [-4.71, 0.19, -3.31], [-3.72, 0.96, -5.38], [-3.08, -0.68, -5.13], [-1.99, 4.46, -9.14], [-2.99, 2.84, -8.77], [-4.33, 3.16, -8.15], [-4.14, 3.67, -6.28], [-2.37, 2.22, -8.13], [-3.12, 2.35, -9.73], [-4.97, 2.28, -8.15], [-4.83, 3.98, -8.65], [0.27, -3.91, 7.53], [-1.03, -2.61, 8.15], [-2.05, -2.31, 7.08], [-1.32, -1.17, 5.69], [-0.47, -1.73, 8.45], [-1.51, -3.05, 9.02], [-2.89, -1.76, 7.50], [-2.42, -3.21, 6.59], [8.58, -6.00, 7.42], [9.30, -4.26, 7.86], [9.85, -3.58, 6.63], [11.56, -4.34, 6.09], [10.05, -4.41, 8.63], [8.47, -3.68, 8.27], [10.05, -2.53, 6.84], [9.19, -3.66, 5.78], [-1.67, 8.18, -9.89], [-2.67, 8.92, -8.40], [-3.34, 7.84, -7.60], [-4.92, 7.14, -8.50], [-3.38, 9.63, -8.82], [-1.94, 9.45, -7.79], [-3.71, 8.24, -6.66], [-2.69, 6.99, -7.40], [-6.80, 10.84, -7.27], [-6.69, 9.77, -5.65], [-5.87, 10.45, -4.59], [-3.96, 10.35, -4.96], [-6.29, 8.80, -5.94], [-7.72, 9.65, -5.31], [-6.00, 9.96, -3.63], [-6.11, 11.51, -4.49]], "mulliken_charge": [0.21, -0.93, -0.39, 0.43, -0.48, -0.09, -0.59, 0.69, -1.19, 0.79, -0.33, -0.28, 0.67, -0.27, -0.23, -0.28, 0.86, 0.63, 0.21, -0.71, 0.28, 0.43, 0.48, -0.08, -0.34, -0.61, -0.16, 0.40, 0.07, 0.38, 0.38, -0.09, -0.67, -0.12, -0.13, 0.43, 0.37, 0.39, -0.12, -0.12, -0.67, -0.31, -0.12, 0.37, 0.38, 0.06, 0.40, -0.11, -0.46, -0.62, -0.12, 0.27, 0.36, 0.38, 0.32, -0.14, -0.61, -0.59, -0.10, 0.38, 0.37, 0.40, 0.29, -0.13, -0.54, -0.50, -0.13, 0.37, 0.35, 0.37, 0.21, -0.17, -0.54, -0.17, -0.14, 0.37, 0.37, -0.08, 0.34, -0.11, -0.52, -0.57, -0.14, 0.27, 0.36, 0.35, 0.38]}